ORCA calculation (ωB97M-V/def2-TZVPD) on a molecular structure, C3H7N3O2 in a non-equilibrium geometry.

Geometry as XYZ:
```
15
Properties=species:S:1:pos:R:3:nbo_charge:R:1
C -1.791 -0.343 0.067 0.207
C 0.952 0.127 -0.148 0.625
C 2.419 0.401 0.150 -0.167
H -4.003 0.217 0.501 0.400
H -3.339 -1.463 -0.580 0.414
H -1.151 -1.134 0.041 0.198
H 0.381 2.072 -0.183 0.412
H 2.814 1.261 -0.718 0.155
H 2.456 0.670 1.201 0.210
H 1.919 -1.193 -0.290 0.476
N -3.044 -0.678 0.158 -0.801
N -1.340 0.825 -0.014 -0.350
N 0.034 1.169 -0.111 -0.417
O 0.676 -1.058 -0.226 -0.596
O 3.019 -0.874 0.153 -0.766
```

Computed properties:
E, eV: -11784.55021
Max |F|, eV Å⁻¹: 8.18
Energy above the lowest of the compared OMol25 structures with the same formula, charge and spin, kJ/mol: 652.5
HOMO-LUMO gap, eV: 9.42
LUMO energy, eV: 0.49
Multiplicity: 1

***

ORCA calculation (ωB97M-V/def2-TZVPD) on a single C3H7N3O2 molecule in a non-equilibrium geometry.

Geometry as XYZ:
```
15
Properties=species:S:1:pos:R:3:nbo_charge:R:1
H -0.388 -1.641 1.819 0.335
N 0.118 -1.255 1.016 -0.738
C -0.496 -0.193 0.583 0.456
C 0.079 0.600 -0.581 -0.578
C 1.265 0.044 -1.331 0.676
N 2.176 -0.670 -0.614 -0.832
O 1.472 0.297 -2.516 -0.618
N -1.649 0.246 1.206 -0.342
O -2.460 1.066 0.422 -0.548
H -0.722 0.732 -1.319 0.269
H 0.359 1.590 -0.206 0.253
H 2.894 -1.136 -1.150 0.394
H 1.810 -1.167 0.200 0.428
H -2.176 -0.472 1.700 0.373
H -2.283 1.962 0.772 0.474
```

Computed properties:
E, eV: -11788.64525
Max |F|, eV Å⁻¹: 2.44
SMILES string: [H]/N=C(/CC(N)=O)NO
Energy above the lowest of the compared OMol25 structures with the same formula, charge and spin, kJ/mol: 257.4
HOMO-LUMO gap, eV: 10.13
LUMO energy, eV: 0.52
Multiplicity: 1

***

ORCA calculation (ωB97M-V/def2-TZVPD) on a single C3H7N3O2 molecule in a non-equilibrium geometry.

Geometry as XYZ:
```
15
Properties=species:S:1:pos:R:3:nbo_charge:R:1
C 1.144 -1.421 0.916 -0.457
N 0.084 -0.400 0.923 -0.440
C -0.168 0.223 -0.145 0.526
N 0.347 -0.077 -1.436 -0.364
O 0.271 -1.440 -1.861 -0.551
N -1.105 1.271 -0.155 -0.662
C -1.277 2.114 0.924 0.553
O -0.458 2.390 1.745 -0.533
H 1.423 -1.636 1.971 0.211
H 0.736 -2.353 0.492 0.202
H 2.083 -1.168 0.382 0.183
H -0.135 0.484 -2.125 0.358
H 1.186 -1.727 -1.687 0.475
H -1.877 1.176 -0.806 0.398
H -2.256 2.563 0.862 0.100
```

Computed properties:
E, eV: -11787.64318
Max |F|, eV Å⁻¹: 1.57
SMILES string: C/N=C(\NO)NC=O
Energy above the lowest of the compared OMol25 structures with the same formula, charge and spin, kJ/mol: 354.1
HOMO-LUMO gap, eV: 9.90
LUMO energy, eV: 0.65
Multiplicity: 1